[1]
# C14H27N2OSi

An isolated ion of composition C14H27N2OSi and charge +1 (wB97M-V/def2-TZVPD, OMol25).

highest occupied orbital energy: -13.037 eV
relative energy (zero: lowest compared OMol25 entry of this formula, charge and spin): 0.1843 eV
total charge: +1
SMILES: CCCN[N@@H+](CCO[Si](C)(C)C)c1ccccc1
energy: -1023.68083 Ha

Each line ends with the natural charge from an NBO analysis.
Geometry (Å):
Si1 2.077134 2.682910 1.952443  1.859
O1 2.169223 1.440067 0.802800  -0.851
N1 -0.246544 -2.446312 0.091682  -0.432
N2 -0.163342 -1.120731 -0.455121  -0.243
C1 0.929752 0.957817 0.356871  -0.074
C2 1.160810 -0.441939 -0.197187  -0.237
C3 -0.505334 -1.095352 -1.911659  0.196
C4 -0.557043 -2.094658 -4.085304  -0.172
C5 3.667833 3.646889 1.967612  -1.131
C6 -0.235569 -2.177553 -2.728609  -0.249
C7 -2.614593 -2.293482 0.840883  -0.417
C8 0.696490 3.880978 1.508086  -1.142
C9 1.705455 1.971840 3.645135  -1.157
C10 -1.154759 -2.495437 1.238066  -0.241
C11 -1.093988 0.059140 -2.402087  -0.272
C12 -1.150491 -0.943732 -4.591220  -0.179
C13 -3.060275 -3.097835 -0.395406  -0.629
C14 -1.420424 0.133815 -3.755416  -0.176
H1 0.876707 4.818088 2.022288  0.258
H2 4.559811 3.033285 2.010995  0.252
H3 -3.361805 -2.423061 -1.188577  0.216
H4 -2.288447 -3.754287 -0.771885  0.220
H5 -0.348839 -2.936437 -4.719864  0.237
H6 1.735010 -1.001218 0.534339  0.230
H7 0.540143 1.593620 -0.438019  0.189
H8 0.212764 0.876713 1.183648  0.164
H9 -1.886285 1.028705 -4.128131  0.238
H10 0.651913 4.076763 0.439343  0.238
H11 2.410722 2.319945 4.392759  0.259
H12 0.718713 2.258892 3.998635  0.243
H13 0.679009 -2.742547 0.365887  0.383
H14 3.693875 4.254408 1.065595  0.245
H15 3.644293 4.340484 2.800960  0.250
H16 -3.948158 -3.666024 -0.150287  0.232
H17 0.209704 -3.076410 -2.341683  0.244
H18 -3.232620 -2.527814 1.698176  0.241
H19 1.741237 0.884610 3.682473  0.238
H20 -1.298299 0.879258 -1.730013  0.220
H21 -0.879438 -0.537304 -0.016176  0.436
H22 1.724832 -0.406823 -1.118571  0.243
H23 -1.029713 -3.473256 1.686933  0.236
H24 -0.887559 -1.753446 1.996256  0.182
H25 -2.771647 -1.231150 0.643392  0.182
H26 -0.268667 3.503340 1.837857  0.232
H27 -1.401590 -0.904758 -5.637896  0.238

Forces on atoms 1 to 6 (eV/Å):
0.24 0.73 0.51
-0.38 0.19 0.07
-0.31 -0.26 0.09
0.45 -0.03 -0.73
0.58 -0.28 -0.12
0.27 0.35 0.26


[2]
# C14H27N4O5

An isolated ion of composition C14H27N4O5 and charge +1 in a non-equilibrium geometry (wB97M-V/def2-TZVPD, OMol25).

highest occupied orbital energy: -13.124 eV
relative energy (zero: lowest compared OMol25 entry of this formula, charge and spin): 11.3316 eV
total charge: +1
SMILES: CCCNn1c(O)n[n+](COO)c1CCCCCCOC(C)=O
energy: -1144.34883 Ha

Each line ends with the natural charge from an NBO analysis.
Geometry (Å):
O1 3.727180 0.502484 0.499573  -0.588
O2 3.019241 2.715378 0.888473  -0.537
O3 -4.280288 -0.275547 1.275575  -0.266
O4 -4.518907 -0.687324 2.563615  -0.394
O5 -1.572039 -2.991001 -3.312819  -0.629
N1 0.374794 -1.111852 -1.719793  -0.423
N2 -3.147641 -2.393881 -1.473135  -0.225
N3 -2.993188 -1.561296 -0.396904  -0.183
N4 -0.938737 -1.431335 -1.433750  -0.193
C1 -1.252228 0.124865 0.813823  -0.455
C2 2.485243 -2.464910 -1.015208  -0.429
C3 1.218769 -2.313588 -2.010567  -0.258
C4 0.015977 3.514259 -0.200408  -0.418
C5 -1.882571 -2.298603 -2.112922  0.598
C6 -1.716722 -0.933424 -0.313855  0.439
C7 3.115550 1.339972 1.214166  0.807
C8 2.623279 2.921820 -0.491051  -0.086
C9 2.365277 0.875436 2.563829  -0.731
C10 -4.203081 -1.482712 0.474545  0.064
C11 -1.765290 1.573103 0.260936  -0.409
C12 -0.959064 2.807375 0.890875  -0.422
C13 2.053394 -2.697395 0.517032  -0.637
C14 1.110281 2.510811 -0.811722  -0.427
H1 3.304251 2.360264 -1.234138  0.210
H2 2.892307 -3.224465 1.104951  0.250
H3 1.446315 1.563061 2.652804  0.226
H4 -5.117816 -1.670318 -0.180544  0.245
H5 -0.123447 0.105745 0.972964  0.246
H6 1.842995 -1.716429 1.074565  0.193
H7 -1.561391 1.538459 -0.874890  0.211
H8 2.764325 4.043094 -0.710007  0.214
H9 0.763306 -0.570499 -0.922082  0.402
H10 -4.127728 -2.357807 1.220411  0.220
H11 0.658467 -3.309515 -1.953216  0.222
H12 1.130863 -3.372393 0.567266  0.205
H13 3.045979 -3.418874 -1.340349  0.237
H14 0.576906 4.346275 0.360417  0.227
H15 -3.644666 -1.005109 2.916194  0.449
H16 -0.586889 4.030318 -1.025565  0.223
H17 -1.190319 -2.301859 -3.917662  0.508
H18 -1.755116 -0.150977 1.802755  0.247
H19 -1.747680 3.615444 1.133798  0.236
H20 0.926374 1.462065 -0.401353  0.162
H21 3.216913 -1.605729 -1.167571  0.243
H22 -0.427133 2.583396 1.873285  0.213
H23 2.056966 -0.225041 2.522973  0.234
H24 1.605165 -2.236022 -3.094043  0.222
H25 0.990277 2.537211 -1.959055  0.234
H26 3.067035 1.093078 3.436784  0.271
H27 -2.885487 1.643991 0.470999  0.251

Forces on atoms 1 to 6 (eV/Å):
-2.42 3.22 2.26
-0.77 -2.41 0.02
0.82 -1.04 -2.72
0.39 -0.62 2.19
-0.34 2.62 2.49
0.67 -0.37 0.07


[3]
# C14H27N7O7Ru

C14H27N7O7Ru as an isolated structure in a non-equilibrium geometry (wB97M-V/def2-TZVPD, OMol25).

highest occupied orbital energy (spin up / spin down): -9.780 / -11.658 eV
multiplicity: 6
⟨S²⟩: 8.841
relative energy (zero: lowest compared OMol25 entry of this formula, charge and spin): 0.0000 eV
total charge: +1
energy: -1554.03388 Ha

Each line ends with the natural charge from an NBO analysis.
Geometry (Å):
Ru1 -0.338357 -0.010100 -0.624881  1.003
O1 -1.923999 -0.518647 1.847612  -0.507
O2 3.028460 0.490340 0.050089  -0.653
O3 1.341675 0.933724 -2.784612  -0.320
O4 -4.517919 2.590820 -1.500516  -0.944
O5 -1.260597 -0.029519 -3.948105  -0.727
O6 -0.288158 -2.046565 -2.823001  -0.539
O7 -0.466852 1.489462 1.932251  -0.433
N1 3.380667 -0.199731 2.184641  -0.401
N2 0.445830 -2.859959 1.692574  -0.767
N3 -0.755747 -1.707426 -1.583357  -0.175
N4 -1.591392 -0.902572 0.590881  -0.171
N5 1.499943 -0.965394 0.972416  -0.627
N6 0.843228 1.213668 -1.643000  -0.044
N7 -0.112429 1.465637 0.677129  -0.053
C1 1.910347 3.441824 -1.777081  -0.678
C2 0.522987 2.590534 0.219361  0.167
C3 -3.144243 -2.710567 1.113560  -0.670
C4 1.305768 -1.843353 1.941288  0.484
C5 2.631138 -0.196858 1.000183  0.762
C6 1.914635 -1.712581 3.212368  -0.389
C7 -2.145724 -3.776750 -1.717861  -0.680
C8 -1.698606 -2.528573 -1.051438  0.144
C9 -1.849075 0.834205 -2.851184  -0.248
C10 0.651774 3.739154 1.145528  -0.668
C11 2.975731 -0.860593 3.290475  0.134
C12 4.577573 0.626151 2.203054  -0.402
C13 -2.192333 -2.052429 0.191181  0.187
C14 1.058552 2.453831 -1.074582  0.204
H1 2.972761 3.195005 -1.649883  0.269
H2 1.685635 3.452110 -2.847353  0.254
H3 1.045241 3.424470 2.119422  0.259
H4 4.315495 1.692132 2.202358  0.214
H5 0.247393 -3.071650 0.721222  0.411
H6 0.396962 -3.638152 2.335846  0.408
H7 -4.073655 3.273552 -0.968682  0.472
H8 1.323476 4.491273 0.725890  0.236
H9 -3.195663 -3.692315 -2.031652  0.247
H10 -2.642722 -3.063430 2.027166  0.249
H11 -2.894771 0.979936 -3.154853  0.237
H12 5.178085 0.429461 1.309622  0.242
H13 -1.330643 0.371533 1.973755  0.486
H14 -1.889392 0.296191 -1.883706  0.167
H15 -0.323872 4.211933 1.320245  0.252
H16 -0.646513 -1.241201 -3.413851  0.503
H17 -0.553294 0.488935 -4.364068  0.510
H18 -1.347915 1.808554 -2.828587  0.203
H19 1.742428 4.440677 -1.367738  0.234
H20 1.566766 -2.311617 4.044700  0.243
H21 -4.956517 2.017864 -0.848293  0.475
H22 3.574760 -0.689493 4.185189  0.231
H23 -1.530973 -3.983057 -2.598202  0.267
H24 5.151869 0.395136 3.103614  0.211
H25 -3.948043 -2.024304 1.411284  0.254
H26 -3.594547 -3.575808 0.616689  0.235
H27 -2.075213 -4.625473 -1.025090  0.236

Forces on atoms 1 to 6 (eV/Å):
1.19 -1.98 0.62
0.79 0.73 -0.54
-0.69 -0.62 1.07
-0.75 0.61 1.79
0.24 -0.07 0.61
-0.42 1.45 1.33


[4]
# C14H28Br2O6S3

A 4-piece molecular cluster, C14H28Br2O6S3 overall in a non-equilibrium geometry (wB97M-V/def2-TZVPD, OMol25).

highest occupied orbital energy: -10.103 eV
relative energy (zero: lowest compared OMol25 entry of this formula, charge and spin): 0.3919 eV
SMILES: O=S1(=O)CCCC1.O=S1(=O)CCCC1.O=S1(=O)CCCC1.BrCCBr
energy: -7344.20346 Ha

Each line ends with the natural charge from an NBO analysis.
Geometry (Å):
Br1 0.058961 -0.989548 2.251275  -0.065
Br2 -1.556289 1.777118 -1.212369  -0.020
S1 -4.961082 -0.701826 -0.765248  2.137
S2 2.331056 2.736853 3.027296  2.120
S3 5.005681 -0.577283 -3.182406  2.134
O1 4.877741 0.028316 -4.474609  -0.927
O2 1.748413 2.447524 1.751119  -0.954
O3 -3.766227 -1.234994 -0.089106  -0.941
O4 6.280529 -0.704827 -2.480158  -0.944
O5 3.327636 3.785241 3.210729  -0.932
O6 -5.762114 0.361858 -0.249395  -0.945
C1 2.647448 -0.817232 -1.843157  -0.411
C2 1.128333 2.943102 4.449561  -0.625
C3 3.794095 0.212785 -2.037432  -0.650
C4 2.509082 1.050392 5.144244  -0.423
C5 3.228189 -2.188457 -1.969024  -0.412
C6 -5.670385 -0.473187 -3.300299  -0.424
C7 -4.484345 -0.113478 -2.461805  -0.637
C8 1.062389 1.534036 5.101885  -0.413
C9 4.261035 -2.231592 -3.079041  -0.654
C10 -6.127931 -1.937641 -1.346687  -0.668
C11 2.948291 1.128899 3.701067  -0.655
C12 -0.374253 0.677563 -0.102659  -0.444
C13 -1.057067 0.315978 1.205108  -0.405
C14 -6.073168 -1.914017 -2.884358  -0.397
H1 -5.707072 -2.860277 -0.913182  0.252
H2 4.433539 0.465418 -1.186550  0.244
H3 -7.090790 -1.687483 -0.953764  0.253
H4 4.043889 1.152039 3.517239  0.248
H5 5.063195 -2.962598 -2.848403  0.254
H6 0.593611 1.646374 6.092214  0.225
H7 1.920880 -0.666783 -2.658054  0.211
H8 -0.070318 -0.189435 -0.657210  0.218
H9 2.172413 -0.568579 -0.906063  0.230
H10 2.612625 0.372092 3.029647  0.249
H11 -7.076280 -2.152810 -3.236415  0.222
H12 2.550573 0.041365 5.517927  0.229
H13 3.191651 1.613283 5.873440  0.223
H14 -2.011210 -0.186628 1.027917  0.256
H15 3.442469 1.160960 -2.434754  0.250
H16 -5.406978 -0.312290 -4.360469  0.230
H17 0.452863 0.881862 4.504845  0.224
H18 -5.422976 -2.660210 -3.309849  0.213
H19 -3.606446 -0.717331 -2.777133  0.227
H20 -4.138229 0.901498 -2.378109  0.258
H21 3.932053 -2.481914 -4.031361  0.231
H22 0.500953 1.284572 0.064788  0.246
H23 -1.247604 1.167106 1.831527  0.221
H24 2.483486 -2.943678 -2.269886  0.226
H25 3.739302 -2.469403 -1.028879  0.218
H26 0.195302 3.417436 4.140495  0.244
H27 1.683079 3.603094 5.083819  0.235
H28 -6.610017 0.036740 -3.098286  0.219

Forces on atoms 1 to 6 (eV/Å):
-0.48 0.66 -0.61
0.16 -0.25 0.23
1.96 0.45 -1.98
0.59 -0.43 2.71
-0.10 -0.44 2.09
0.27 -0.13 -0.51


- Which value of relative energy (zero: lowest compared OMol25 entry of this formula, charge and spin) does entry 3 give?
  0.0000 eV


- What is the formula in the first record?
  C14H27N2OSi